## A
The following is a DFT calculation (the ωB97M-V functional and the def2-TZVPD basis) of an isolated ion of composition C3H10NS and charge +1.

As for the spin multiplicity: 1. Its SMILES is C[NH+](C)CS. The calculation puts the HOMO-LUMO gap at 10.8 eV. Its net charge is +1.

Structure (XYZ):
```
15
Properties=species:S:1:pos:R:3:mulliken_charge:R:1
C 0.497 0.829 -0.805 -0.752
C 0.951 -1.414 0.294 -0.813
C -1.216 -0.344 0.611 -0.808
N -0.044 -0.597 -0.293 0.029
S -2.526 0.598 -0.233 -0.101
H 0.501 1.677 0.052 0.331
H 1.560 0.806 -1.113 0.329
H -0.171 1.328 -1.580 0.366
H 0.967 -1.149 1.390 0.341
H 0.754 -2.436 0.061 0.351
H 1.887 -1.101 -0.022 0.337
H -0.868 0.216 1.471 0.436
H -1.551 -1.342 1.057 0.420
H -0.379 -1.146 -1.075 0.341
H -3.110 -0.449 -0.898 0.195
```

***

## B
The following is a DFT calculation (the ωB97M-V functional and the def2-TZVPD basis) of a 2-piece molecular cluster, C3H10NS overall.

As for the spin multiplicity: 1. The calculation puts the HOMO-LUMO gap at 8.3 eV. Its net charge is +1.

Structure (XYZ):
```
15
Properties=species:S:1:pos:R:3:mulliken_charge:R:1
C 0.670 -0.703 -0.980 -1.030
C 1.063 0.590 0.947 -0.964
C -1.653 0.711 0.129 -0.437
N 0.199 -0.415 0.343 -0.043
S -0.051 -1.745 1.320 -0.062
H -0.144 -1.225 -1.443 0.439
H 0.872 0.209 -1.509 0.413
H 1.562 -1.406 -0.985 0.319
H 0.772 1.632 0.484 0.322
H 0.776 0.534 1.952 0.456
H 2.032 0.242 0.812 0.398
H -2.170 -0.168 -0.387 0.294
H -1.580 0.975 1.118 0.353
H -1.366 1.389 -0.604 0.309
H -0.659 -2.758 0.475 0.231
```

***

Quick one: least stable of them? B

***

## A
The following is a DFT calculation (the ωB97M-V functional and the def2-TZVPD basis) of AgI as an isolated structure.

As for the spin multiplicity: 2. The calculation puts the HOMO-LUMO gap (spin up / spin down) at 9.2 / 6.7 eV. Its net charge is +1.

Structure (XYZ):
```
2
Properties=species:S:1:pos:R:3:mulliken_charge:R:1
Ag 0.439 -0.988 -0.952 0.679
I -0.439 0.988 0.952 0.321
```

***

## B
The following is a DFT calculation (the ωB97M-V functional and the def2-TZVPD basis) of AgI as an isolated structure.

As for the spin multiplicity: 2. The calculation puts the HOMO-LUMO gap (spin up / spin down) at 9.5 / 6.7 eV. Its net charge is +1.

Structure (XYZ):
```
2
Properties=species:S:1:pos:R:3:mulliken_charge:R:1
Ag -0.026 0.187 -1.352 0.623
I 0.026 -0.187 1.352 0.377
```

***

Quick one: least stable of them? A

***

## A
The following is a DFT calculation (the ωB97M-V functional and the def2-TZVPD basis) of a 17-piece molecular cluster, H34O17 overall.

As for the spin multiplicity: 1. The calculation puts the HOMO-LUMO gap at 10.8 eV.

Structure (XYZ):
```
51
Properties=species:S:1:pos:R:3:mulliken_charge:R:1
O -3.550 1.014 -0.163 -0.649
H -2.968 0.568 -0.783 0.264
H -4.131 1.402 -0.831 0.339
O -1.796 1.041 -2.531 -0.614
H -1.306 0.505 -1.897 0.213
H -1.774 0.357 -3.229 0.391
O 1.540 -3.402 -4.368 -0.612
H 0.907 -3.347 -3.642 0.298
H 1.729 -2.452 -4.336 0.312
O -4.252 -2.005 -1.701 -0.609
H -5.108 -1.812 -1.336 0.302
H -3.835 -1.459 -2.365 0.293
O 4.399 1.260 0.841 -0.613
H 4.446 0.291 0.763 0.272
H 4.376 1.433 1.787 0.289
O -0.103 1.099 0.628 -0.194
H -0.775 0.443 0.847 0.210
H -0.471 1.851 0.168 0.163
O 1.428 4.390 0.715 -0.632
H 2.268 4.855 0.756 0.307
H 1.677 3.475 0.520 0.301
O -0.892 -1.378 -0.221 -0.494
H -1.818 -1.519 -0.453 0.266
H -0.765 -1.764 0.679 0.333
O -0.399 -1.812 2.324 -0.643
H -0.720 -2.289 3.102 0.305
H 0.034 -1.075 2.778 0.331
O -1.201 -0.145 4.054 -0.707
H -0.456 0.458 3.849 0.383
H -1.914 0.262 3.546 0.330
O 1.643 0.241 -1.102 -0.570
H 0.952 0.678 -1.601 0.269
H 1.256 -0.265 -0.389 0.188
O -3.659 4.079 -0.659 -0.624
H -2.854 4.188 -1.171 0.306
H -3.693 3.279 -0.130 0.335
O 1.771 -3.371 -1.506 -0.596
H 1.925 -4.298 -1.713 0.299
H 1.286 -3.225 -0.688 0.322
O 2.536 1.021 4.948 -0.619
H 2.586 0.186 5.410 0.293
H 1.736 1.344 4.588 0.334
O -1.834 -1.239 -4.363 -0.663
H -1.719 -0.876 -5.252 0.336
H -0.911 -1.519 -4.244 0.300
O 4.124 -1.460 0.618 -0.698
H 3.237 -1.495 0.265 0.320
H 4.724 -0.985 0.035 0.400
O 0.767 0.997 2.814 -0.502
H 0.238 1.751 2.551 0.310
H 1.321 0.727 2.088 0.124
```

***

## B
The following is a DFT calculation (the ωB97M-V functional and the def2-TZVPD basis) of a 17-piece molecular cluster, H34O17 overall.

As for the spin multiplicity: 1. The calculation puts the HOMO-LUMO gap at 10.2 eV.

Structure (XYZ):
```
51
Properties=species:S:1:pos:R:3:mulliken_charge:R:1
O 0.233 -1.343 -0.746 -0.401
H 0.852 -1.580 -1.446 0.337
H 0.681 -1.360 0.096 0.101
O -3.239 0.400 -0.253 -0.607
H -2.973 -0.521 -0.211 0.271
H -3.641 0.689 0.567 0.241
O 1.163 -0.213 3.871 -0.600
H 1.015 -0.182 2.921 0.305
H 1.716 -1.001 3.922 0.305
O -2.877 4.290 2.184 -0.629
H -3.757 4.023 2.471 0.289
H -2.314 3.784 2.785 0.333
O -0.847 1.176 -1.583 -0.775
H -0.317 0.492 -1.995 0.238
H -1.732 0.964 -1.253 0.308
O -2.839 -0.157 -2.818 -0.567
H -2.548 -0.905 -2.283 0.260
H -3.769 -0.377 -2.919 0.303
O 1.621 -3.744 0.007 -0.494
H 1.566 -3.120 0.729 0.287
H 2.475 -3.894 -0.357 0.228
O 2.952 -2.609 -2.430 -0.571
H 3.090 -3.137 -1.649 0.228
H 2.985 -3.152 -3.217 0.305
O 0.350 0.235 -4.151 -0.590
H -0.099 1.044 -3.880 0.303
H -0.079 -0.037 -4.966 0.290
O -3.206 -2.863 -0.581 -0.610
H -3.687 -3.566 -0.149 0.280
H -2.432 -2.649 -0.064 0.329
O 0.382 5.013 0.295 -0.560
H 0.087 4.559 -0.494 0.300
H 0.227 5.949 0.160 0.268
O 1.994 0.408 -1.297 -0.462
H 1.221 0.950 -1.069 0.343
H 2.635 1.078 -1.078 0.236
O 0.431 2.195 0.469 -0.399
H -0.239 1.971 -0.212 0.384
H 0.030 2.527 1.273 0.223
O -1.518 1.721 3.953 -0.598
H -2.062 1.088 3.481 0.299
H -0.754 1.263 4.317 0.289
O -1.229 -4.445 -0.694 -0.581
H -0.757 -4.901 0.001 0.290
H -0.586 -3.965 -1.224 0.294
O 3.614 2.858 0.408 -0.644
H 3.392 3.016 -0.527 0.304
H 2.709 3.176 0.613 0.308
O 3.151 -1.957 2.770 -0.643
H 3.267 -2.017 3.725 0.299
H 3.658 -1.174 2.528 0.354
```

***

Quick one: least stable of them? A

***

## A
The following is a DFT calculation (the ωB97M-V functional and the def2-TZVPD basis) of a 2-piece molecular cluster, C5H10 overall.

As for the spin multiplicity: 1. Its SMILES is C=CC.C=C. The calculation puts the HOMO-LUMO gap at 9.3 eV.

Structure (XYZ):
```
15
Properties=species:S:1:pos:R:3:mulliken_charge:R:1
C 0.770 -2.004 -1.983 -0.483
C 0.974 -0.619 -1.824 -0.430
H -0.085 -2.469 -1.569 0.257
H 1.494 -2.552 -2.570 0.240
H 0.102 0.165 -1.794 0.206
H 1.991 -0.143 -1.810 0.213
C -1.151 -0.219 1.374 -0.632
C -0.779 1.170 0.958 -0.152
C 0.339 1.887 1.289 -0.599
H -2.229 -0.258 1.593 0.282
H -0.656 -0.416 2.283 0.295
H -0.804 -0.988 0.686 0.091
H -1.617 1.790 0.626 0.314
H 0.190 2.942 1.739 0.192
H 1.463 1.714 1.003 0.206
```

***

## B
The following is a DFT calculation (the ωB97M-V functional and the def2-TZVPD basis) of one molecule with the formula C5H10.

As for the spin multiplicity: 1. Its SMILES is CC1CCC1. The calculation puts the HOMO-LUMO gap at 11.9 eV.

Structure (XYZ):
```
15
Properties=species:S:1:pos:R:3:mulliken_charge:R:1
C -1.585 -0.603 0.765 -1.400
C -0.329 0.207 0.482 0.400
C -0.088 0.772 -0.938 -0.696
C 1.410 0.427 -0.780 -0.485
C 1.028 -0.527 0.373 -0.720
H -1.712 -0.783 1.839 0.350
H -2.483 -0.089 0.403 0.326
H -1.544 -1.581 0.269 0.330
H -0.243 1.029 1.205 0.258
H -0.570 0.157 -1.708 0.263
H -0.354 1.821 -1.109 0.302
H 1.993 1.284 -0.428 0.227
H 1.920 -0.010 -1.644 0.298
H 1.669 -0.550 1.260 0.311
H 0.888 -1.553 0.009 0.238
```

***

Quick one: least stable of them? A

***

## A
The following is a DFT calculation (the ωB97M-V functional and the def2-TZVPD basis) of one molecule with the formula C5H10.

As for the spin multiplicity: 1. Its SMILES is CC1CCC1. The calculation puts the HOMO-LUMO gap at 11.1 eV.

Structure (XYZ):
```
15
Properties=species:S:1:pos:R:3:mulliken_charge:R:1
C -1.876 -0.018 0.056 -1.161
C -0.497 0.043 -0.360 0.051
C 0.616 1.020 0.132 -0.785
C 1.627 -0.171 -0.096 -0.542
C 0.392 -1.019 0.197 -0.653
H -1.670 0.118 1.109 0.357
H -2.147 1.203 -0.218 0.230
H -2.444 -0.906 -0.321 0.319
H -0.394 -0.047 -1.419 0.364
H 0.672 1.756 -0.573 0.385
H 0.641 1.412 1.112 0.308
H 2.677 -0.015 0.481 0.248
H 2.015 -0.336 -1.074 0.242
H 0.154 -1.069 1.306 0.265
H 0.234 -1.973 -0.333 0.371
```

***

## B
The following is a DFT calculation (the ωB97M-V functional and the def2-TZVPD basis) of a 2-piece molecular cluster, C5H10 overall.

As for the spin multiplicity: 1. The calculation puts the HOMO-LUMO gap at 5.3 eV.

Structure (XYZ):
```
15
Properties=species:S:1:pos:R:3:mulliken_charge:R:1
C 1.949 0.032 0.728 -0.635
C 0.654 0.169 1.384 -0.312
C 0.605 0.313 -0.146 -0.048
C -0.523 -0.202 -0.903 -0.383
C -1.791 0.546 -0.697 -0.856
H 0.378 -2.442 0.332 -0.090
H 1.090 -2.449 0.061 0.076
H 2.778 0.644 0.403 0.225
H 0.265 -0.771 1.790 0.206
H 0.183 1.044 1.863 0.277
H 0.824 1.326 -0.476 0.366
H -0.304 -0.615 -1.886 0.273
H -2.141 1.100 0.160 0.320
H -2.675 0.111 -1.167 0.312
H -1.293 1.195 -1.447 0.268
```

***

Quick one: least stable of them? B

***

## A
The following is a DFT calculation (the ωB97M-V functional and the def2-TZVPD basis) of one molecule with the formula C6H12S.

As for the spin multiplicity: 1. Its SMILES is CSC(C)=C(C)C. The calculation puts the HOMO-LUMO gap at 8.6 eV.

Structure (XYZ):
```
19
Properties=species:S:1:pos:R:3:mulliken_charge:R:1
C -3.016 -0.168 -0.177 -0.986
C -0.136 -0.120 0.134 0.753
C -0.464 -0.652 1.457 -1.302
C 1.092 0.233 -0.335 0.443
C 2.309 0.181 0.568 -1.257
C 1.287 0.634 -1.755 -1.589
H -3.073 -1.103 0.267 0.312
H -3.179 0.607 0.517 0.355
H -3.873 0.024 -0.856 0.337
H 0.482 -0.756 2.004 0.267
H -1.174 -0.041 2.011 0.298
H -0.859 -1.632 1.359 0.343
H 2.138 -0.584 1.382 0.359
H 3.162 -0.130 -0.021 0.368
H 2.494 1.221 0.918 0.241
H 0.737 0.043 -2.474 0.465
H 2.332 0.501 -1.991 0.397
H 1.201 1.715 -1.918 0.303
S -1.461 0.025 -1.090 -0.108
```

***

## B
The following is a DFT calculation (the ωB97M-V functional and the def2-TZVPD basis) of one molecule with the formula C6H12S.

As for the spin multiplicity: 1. Its SMILES is CSC1CCCC1. The calculation puts the HOMO-LUMO gap at 9.4 eV.

Structure (XYZ):
```
19
Properties=species:S:1:pos:R:3:mulliken_charge:R:1
C -0.273 -0.195 -0.728 -0.137
C 1.604 1.360 -0.059 -0.581
C -0.776 0.963 0.125 -0.680
C 0.248 1.992 0.082 -0.473
C -1.350 -2.717 0.499 -0.803
C 1.258 -0.172 -0.252 -0.667
S -1.194 -1.748 -1.059 -0.063
H -0.377 0.156 -1.761 0.144
H 2.167 1.798 -0.863 0.312
H -1.719 1.375 -0.341 0.312
H -0.808 0.539 1.089 0.352
H 0.200 2.603 0.987 0.318
H 0.014 2.444 -0.886 0.223
H -2.312 -3.317 0.469 0.329
H -0.532 -3.380 0.637 0.264
H -1.517 -1.981 1.360 0.221
H 2.181 1.448 0.879 0.256
H 1.229 -0.595 0.770 0.288
H 1.958 -0.572 -0.949 0.385
```

***

Quick one: least stable of them? B

***

## A
The following is a DFT calculation (the ωB97M-V functional and the def2-TZVPD basis) of a 2-piece molecular cluster, C5H15NS overall.

As for the spin multiplicity: 1. Its SMILES is CCCS.CNC. The calculation puts the HOMO-LUMO gap at 9.6 eV.

Structure (XYZ):
```
22
Properties=species:S:1:pos:R:3:mulliken_charge:R:1
C 1.284 1.600 -1.446 -0.996
C 0.029 1.544 -2.297 -0.351
C -1.006 0.554 -1.777 -0.544
S -0.463 -1.173 -1.842 -0.196
H 1.041 1.897 -0.424 0.238
H 2.011 2.323 -1.826 0.345
H 1.786 0.636 -1.418 0.278
H -0.447 2.530 -2.349 0.295
H 0.270 1.288 -3.338 0.268
H -1.930 0.640 -2.345 0.354
H -1.246 0.771 -0.734 0.254
C -1.259 -0.944 2.354 -0.949
N -0.062 -0.513 1.651 -0.199
C 0.974 -1.533 1.686 -1.073
H -2.013 -0.160 2.300 0.319
H -1.663 -1.820 1.853 0.310
H -1.084 -1.207 3.403 0.351
H 0.303 0.337 2.061 0.238
H -0.253 -1.302 -0.540 -0.002
H 1.297 -1.782 2.707 0.355
H 1.839 -1.240 1.096 0.300
H 0.592 -2.445 1.226 0.403
```

***

## B
The following is a DFT calculation (the ωB97M-V functional and the def2-TZVPD basis) of a 2-piece molecular cluster, C5H15NS overall.

As for the spin multiplicity: 1. Its SMILES is CCCS.CNC. The calculation puts the HOMO-LUMO gap at 9.5 eV.

Structure (XYZ):
```
22
Properties=species:S:1:pos:R:3:mulliken_charge:R:1
C -0.080 -0.403 -2.620 -1.023
C 1.239 -0.877 -1.962 -0.262
C 0.968 -0.959 -0.432 -0.178
S 2.254 -1.732 0.585 -0.224
H 0.130 0.012 -3.622 0.332
H -0.489 0.406 -2.029 0.226
H -0.845 -1.219 -2.586 0.296
H 1.642 -1.803 -2.409 0.342
H 2.034 -0.036 -2.119 0.235
H 0.025 -1.535 -0.409 0.178
H 0.782 0.049 -0.074 -0.026
H 2.831 -0.611 1.126 0.106
C -0.136 1.691 1.660 -0.939
N -0.582 0.276 1.647 -0.209
C -2.044 0.223 1.423 -0.951
H -0.671 2.201 0.878 0.347
H -0.436 2.218 2.653 0.301
H 0.955 1.700 1.591 0.278
H -0.327 -0.188 2.560 0.222
H -2.569 0.825 2.198 0.359
H -2.385 -0.838 1.496 0.294
H -2.295 0.602 0.443 0.294
```

***

Quick one: least stable of them? B